No. 1
C3H5N3 | ωB97M-V with the def2-TZVPD basis set

Results
* SMILES: Cn1nccn1
* frontier orbital gap: 10.846 eV
* charge: 0
* E_LUMO: 1.2 eV

Geometry as XYZ:
```
11
Properties=species:S:1:pos:R:3:forces:R:3
H 1.8644 -1.2918 -0.5420 0.10 0.09 -0.01
N 0.1492 -0.2410 1.1763 -0.11 0.29 -0.12
C 1.5036 -0.3167 -0.8625 0.34 -0.01 0.01
N 0.3236 0.0102 -0.1076 0.29 0.11 0.00
N -0.6974 0.5243 -0.7342 -0.01 -0.48 -0.13
H -1.4998 0.0488 2.4194 -0.12 0.02 -0.48
H 2.2567 0.4529 -0.7041 0.18 -0.12 -0.06
H -2.5948 0.6274 -0.3239 -0.87 0.81 0.96
C -1.6510 0.5934 0.1807 0.13 -0.67 -0.17
H 1.2107 -0.3454 -1.9152 0.12 0.01 0.28
C -1.1116 0.1312 1.4075 -0.06 -0.06 -0.27
```
Forces are in eV/Å.

Löwdin population analysis, charges in e, atoms 1 to 2: number 1, H, carries 0.086; number 2, N, carries 0.085

***

No. 2
C3H5N3 | ωB97M-V with the def2-TZVPD basis set

Results
* SMILES: C/N=C(/N)C#N
* frontier orbital gap: 9.922 eV
* charge: 0
* E_LUMO: 0.4 eV

Geometry as XYZ:
```
11
Properties=species:S:1:pos:R:3:forces:R:3
C -0.6788 0.2742 -0.0189 0.79 -0.21 0.20
H -2.2229 1.6631 0.2469 0.55 0.10 0.34
C -1.3653 -0.8702 -0.5955 -0.23 -0.76 -0.43
N 0.5181 0.3192 0.4307 0.05 -0.44 -0.28
C 1.5787 -0.5727 0.1307 0.17 -0.52 -0.04
N -1.2316 1.5131 0.0775 0.22 0.03 0.04
H 1.2228 -1.5643 -0.1522 0.18 -0.24 -0.06
H 2.1665 -0.1455 -0.6943 -0.05 -0.19 0.15
H -0.3453 1.8377 0.5846 -2.14 1.47 -0.16
H 2.2291 -0.6329 1.0060 0.01 -0.17 -0.16
N -1.8712 -1.8216 -1.0155 0.45 0.92 0.40
```
Forces are in eV/Å.

Löwdin population analysis, charges in e, atoms 1 to 2: number 1, C, carries -0.466; number 2, H, carries 0.101

***

No. 3
C3H5N3 | ωB97M-V with the def2-TZVPD basis set

Results
* frontier orbital gap (alpha / beta): 8.092 / 8.093 eV
* charge: 0
* E_LUMO (alpha / beta): 0.8 / 0.8 eV

Geometry as XYZ:
```
11
Properties=species:S:1:pos:R:3:forces:R:3
H 0.7210 0.7833 -1.5553 0.65 0.75 -0.18
H 2.0476 0.6908 0.9312 0.03 0.01 -0.19
H 1.6800 -0.5886 1.8899 -0.16 -0.22 -0.15
C 0.4098 -0.2718 0.3482 -2.02 -1.15 -0.99
N -2.1363 0.0239 -0.4580 1.02 -4.46 3.40
N -1.2544 0.6685 -1.0264 3.38 0.99 -1.36
C -0.6828 -1.0270 0.4829 -3.72 1.17 0.32
H -1.0190 -1.9537 0.8831 -0.26 -0.10 0.58
N 1.6430 -0.2328 0.9466 0.67 -0.12 0.12
C 0.0500 0.4528 -0.8001 0.83 3.21 -1.46
H -1.4589 1.4546 -1.6419 -0.41 -0.08 -0.08
```
Forces are in eV/Å.

Löwdin population analysis, charges in e, atoms 1 to 2: number 1, H, carries 0.099; number 2, H, carries 0.093

***

No. 4
C3H5N3 | ωB97M-V with the def2-TZVPD basis set

Results
* SMILES: Cn1cncn1
* frontier orbital gap: 10.606 eV
* charge: 0
* E_LUMO: 0.9 eV

Geometry as XYZ:
```
11
Properties=species:S:1:pos:R:3:forces:R:3
H 3.0030 -0.8033 0.0780 -1.07 -0.66 0.21
C 0.4616 1.0668 -0.1393 0.73 0.15 0.17
H -2.2795 0.5215 0.5102 0.77 -0.08 -0.25
C -1.7184 -0.2980 0.0255 0.49 -0.36 0.05
H -1.6708 -1.1324 0.7211 -0.33 -0.05 0.05
H 0.2624 2.1368 -0.0701 -1.42 -0.42 -0.38
C 1.9301 -0.5358 0.0569 -0.96 2.76 -0.33
N -0.2936 -0.0343 -0.2826 2.15 -1.54 1.34
N 1.7461 0.9062 -0.0123 0.73 -2.64 0.07
N 0.8606 -1.2690 0.0429 -1.51 2.69 -1.05
H -2.2898 -0.6196 -0.8558 0.43 0.16 0.09
```
Forces are in eV/Å.

Löwdin population analysis, charges in e, atoms 1 to 2: number 1, H, carries 0.110; number 2, C, carries -0.268

***

Calculated F_max in order - 1.53; 2.60; 5.70; 3.26 eV/Å
Calculated relative energy (zero: lowest compared OMol25 entry of this formula, charge and spin) in order - 1.352; 1.833; 5.480; 2.342 eV